1.
Below is 10 unconnected molecules or ions with the total composition C60H50N10O20 in a non-equilibrium geometry, with properties calculated with the ωB97M-V functional and the def2-TZVPD basis.

Geometry as XYZ:
```
140
Properties=species:S:1:pos:R:3:forces:R:3
O 3.291040 -2.135410 13.940040 -1.97 -0.80 -1.04
N 2.257850 -2.619580 13.460260 0.18 -0.79 1.39
O 1.797340 -3.755940 13.807650 0.98 3.01 -1.40
C 1.495810 -1.769160 12.457220 -0.62 -0.06 -0.58
C 1.822570 -0.431310 12.190380 -0.40 0.44 -0.32
C 1.159220 0.250850 11.133630 -0.26 -1.26 0.27
C 0.141990 -0.380600 10.412020 0.37 0.38 0.77
C -0.283370 -1.650200 10.764060 1.05 0.56 -0.24
C 0.434200 -2.334540 11.744950 -0.45 -0.80 -0.15
H 2.489930 0.113030 12.842090 0.39 -0.18 -0.17
H 1.339300 1.251550 10.769530 0.65 0.20 0.74
H -0.332120 0.202420 9.636320 -0.14 -0.20 -0.18
H -1.058720 -2.082780 10.149160 -0.13 -0.47 0.40
H 0.109840 -3.354830 11.887060 0.37 -0.17 0.46
O -2.268350 -10.616920 11.436370 -0.29 0.64 -1.55
N -2.558590 -10.354220 10.256320 1.65 -1.31 1.09
O -1.713310 -9.980170 9.423220 -1.72 -0.10 0.97
C -3.927050 -10.675250 9.868630 -1.84 0.63 -1.37
C -4.456230 -10.011070 8.746000 -0.16 0.06 0.10
C -5.775220 -10.216590 8.369810 -0.17 -0.27 0.28
C -6.607680 -11.049030 9.092240 0.45 -1.03 0.42
C -6.116340 -11.755810 10.205260 1.40 0.91 -0.18
C -4.766110 -11.557420 10.593100 0.22 0.57 -0.46
H -3.963800 -9.280820 8.120970 0.72 -0.14 0.34
H -6.199350 -9.742610 7.496970 0.31 0.25 -0.05
H -7.590310 -11.239470 8.686560 -0.25 0.05 0.35
H -6.734540 -12.417170 10.794190 -0.03 -0.07 -0.10
H -4.306870 -12.059760 11.431630 -0.26 -0.11 0.17
O 3.671890 -6.138490 7.391090 0.29 0.68 0.32
N 2.936830 -7.072460 7.624790 0.78 0.17 -1.29
O 2.615060 -7.862770 6.761380 -0.49 -0.72 -0.11
C 2.455180 -7.245460 8.945060 -1.62 -1.14 2.13
C 2.643630 -6.293900 9.920700 0.54 0.76 0.16
C 2.125380 -6.454350 11.201590 1.50 0.43 -0.75
C 1.394450 -7.560900 11.549600 -0.63 0.70 0.07
C 1.089670 -8.513580 10.582800 1.12 1.09 -0.04
C 1.689960 -8.362010 9.309260 -1.38 -1.11 0.56
H 3.228880 -5.409510 9.716360 0.02 0.00 -0.17
H 2.483430 -5.728160 11.916320 -0.52 0.15 0.31
H 0.992120 -7.488920 12.549280 -0.20 -0.87 0.17
H 0.421950 -9.309160 10.878760 0.08 -0.21 -0.62
H 1.415100 -9.182800 8.663390 0.41 0.25 -0.68
O 5.606060 -6.766070 3.196620 0.63 0.55 1.39
N 6.396990 -6.170290 3.941660 -0.11 -1.78 -1.33
O 6.878040 -5.100930 3.674060 0.24 0.88 0.24
C 6.896880 -6.865560 5.148920 -0.97 -0.65 1.31
C 8.066820 -6.483260 5.784010 1.22 0.11 0.43
C 8.474130 -7.027820 7.013160 -1.78 -2.01 -0.62
C 7.686630 -8.099540 7.537390 -0.64 1.25 -0.30
C 6.436050 -8.453660 6.959610 2.28 1.18 -0.32
C 6.078290 -7.831810 5.755740 -0.31 -0.48 0.27
H 8.823700 -5.864600 5.324900 -0.50 0.57 -0.33
H 9.408160 -6.735230 7.469640 -0.02 -0.01 -0.04
H 7.956950 -8.608810 8.450620 0.26 0.08 0.10
H 5.861270 -9.205460 7.480030 -0.32 -0.02 -0.40
H 5.147780 -8.160320 5.316840 -0.08 0.39 -0.31
O 4.261430 -2.750080 11.074700 -0.54 0.07 0.36
N 4.103680 -2.772150 9.872340 0.38 -0.10 -0.14
O 3.042240 -2.677760 9.281550 0.07 -0.05 0.28
C 5.311820 -2.939790 9.094610 2.00 -0.85 -2.64
C 5.250620 -3.292480 7.711220 -0.11 0.43 0.78
C 6.423040 -3.386980 6.935970 -1.45 0.24 1.01
C 7.643730 -3.276850 7.561830 0.50 0.06 -1.04
C 7.764180 -3.065700 8.911800 -1.12 0.38 0.16
C 6.589350 -2.850580 9.648200 0.64 -0.45 0.92
H 4.267610 -3.503660 7.316890 0.02 0.21 -0.32
H 6.404340 -3.492590 5.861310 -0.30 -0.31 0.00
H 8.481950 -3.339580 6.883710 0.47 -0.07 0.31
H 8.732790 -3.004920 9.385620 -0.07 0.00 0.11
H 6.767530 -2.735330 10.707150 -0.56 0.34 0.16
O 4.280020 -13.721960 13.698570 -0.69 -1.19 -0.11
N 3.310420 -14.479660 13.642780 -0.33 1.25 0.78
O 3.217100 -15.605910 14.084760 0.98 -0.04 -0.07
C 2.063950 -13.937550 13.095860 -0.43 1.43 -0.98
C 1.907930 -12.560370 12.853610 -0.69 0.22 -1.23
C 0.794250 -12.132500 12.079030 -0.05 -1.68 0.26
C -0.136950 -13.095450 11.647390 -0.80 0.00 0.84
C -0.027150 -14.428610 11.989310 1.06 0.03 -0.14
C 1.112710 -14.827680 12.651370 0.68 -0.99 -0.32
H 2.652380 -11.824690 13.119990 0.10 -0.21 0.30
H 0.579550 -11.132150 11.733200 0.50 0.20 0.50
H -1.076180 -12.864770 11.166730 0.23 0.71 -0.42
H -0.656150 -15.223190 11.615950 -0.41 0.30 -0.05
H 1.378780 -15.873450 12.607000 -0.16 -0.15 0.66
O -3.344700 -7.875410 17.720240 1.89 -0.32 -0.06
N -2.203880 -8.193850 18.078030 -0.72 -0.40 1.32
O -1.984790 -8.837220 19.122160 0.01 0.94 -1.85
C -1.022930 -7.742020 17.293280 0.81 1.37 -1.85
C 0.301370 -7.914710 17.726220 -1.35 -1.00 1.63
C 1.399850 -7.502530 17.045120 0.29 1.21 -1.41
C 1.275800 -6.777110 15.843550 -1.83 0.19 0.32
C -0.041320 -6.454160 15.355990 1.31 -2.23 2.52
C -1.168300 -7.010140 16.085070 1.08 0.39 -1.18
H 0.514920 -8.391580 18.671410 -0.44 -0.18 0.16
H 2.362170 -7.650830 17.512400 0.12 -0.14 -0.23
H 2.176300 -6.443530 15.349370 -0.09 0.17 -0.21
H -0.099090 -5.885300 14.439770 -0.55 -0.01 0.03
H -2.082220 -6.905080 15.519280 -0.56 0.01 0.70
O -2.263310 -7.492120 12.031360 -1.03 0.48 -1.76
N -3.152100 -7.191610 11.224030 -2.59 0.26 1.80
O -4.359980 -7.554720 11.349830 2.97 0.30 -0.28
C -2.932300 -6.213780 10.123670 1.02 -1.06 -0.06
C -1.620250 -5.864530 9.829670 0.08 -0.10 0.53
C -1.353650 -5.213240 8.649730 0.85 0.42 -0.37
C -2.346710 -4.870490 7.777660 -1.01 -0.16 -0.43
C -3.654940 -5.212570 8.099020 -0.08 0.44 -0.59
C -3.956150 -5.890350 9.248760 -0.47 -0.30 0.35
H -0.794050 -6.080350 10.490900 -0.14 -0.35 0.16
H -0.349560 -4.980440 8.327220 0.30 -0.02 0.43
H -2.101570 -4.407020 6.833470 -0.07 0.11 -0.05
H -4.500430 -5.015690 7.456550 0.17 0.25 -0.31
H -4.998040 -6.150340 9.363990 0.17 -0.33 0.55
O 1.174550 -10.177330 14.869840 -0.35 -0.57 -0.19
N 0.487210 -11.108870 15.272210 2.23 -0.64 1.36
O 0.979270 -12.168650 15.730160 -1.23 1.81 -0.97
C -0.932490 -10.905320 15.318220 -1.57 0.23 -0.67
C -1.533600 -9.965450 14.438840 -0.98 -0.25 0.79
C -2.942040 -9.857510 14.420790 0.37 -0.90 1.64
C -3.701620 -10.679070 15.293250 1.21 0.40 -0.88
C -3.069820 -11.629250 16.103650 -0.94 0.87 -0.39
C -1.692680 -11.709770 16.171040 -0.16 -0.43 -0.68
H -0.984460 -9.248750 13.846230 0.39 -0.36 -0.08
H -3.471760 -9.111650 13.846780 0.31 0.03 -0.30
H -4.774890 -10.559190 15.304110 -0.08 -0.15 0.03
H -3.738480 -12.279500 16.648140 0.36 -0.14 0.42
H -1.268580 -12.482810 16.794700 0.42 0.20 -0.06
O -5.161520 -7.198490 4.383970 3.34 -0.30 1.77
N -4.329700 -7.523440 5.289350 -2.45 -0.56 -0.48
O -4.771820 -8.011730 6.339790 1.62 0.81 -0.99
C -2.796560 -7.451770 5.078740 -0.80 -0.11 -1.10
C -2.362090 -7.084590 3.817030 0.49 -0.36 0.11
C -0.974840 -7.104700 3.537370 -0.62 1.35 0.83
C -0.053000 -7.286650 4.582230 -0.72 -1.44 -0.05
C -0.524480 -7.856330 5.779870 0.60 1.30 -0.62
C -1.864660 -7.889250 6.011940 -2.02 -0.11 1.31
H -3.092360 -6.787110 3.079060 0.07 -0.09 -0.16
H -0.719900 -6.739170 2.553610 0.47 -0.12 0.01
H 1.017910 -7.152090 4.544010 0.05 0.08 -0.66
H 0.165450 -8.106930 6.572090 0.03 -0.09 -0.03
H -2.232040 -8.159500 6.990920 -0.01 -0.33 0.12
```
Positions in Å, forces in eV/Å.

Results
energy above the lowest of the compared OMol25 structures with the same formula, charge and spin: 85.83 kcal per mole
E: -118851.8520 eV
LUMO energy: -1.29 eV
SMILES string: O=[N+]([O-])c1ccccc1.O=[N+]([O-])c1ccccc1.O=[N+]([O-])c1ccccc1.O=[N+]([O-])c1ccccc1.O=[N+]([O-])c1ccccc1.O=[N+]([O-])c1ccccc1.O=[N+]([O-])c1ccccc1.O=[N+]([O-])c1ccccc1.O=[N+]([O-])c1ccccc1.O=[N+]([O-])c1ccccc1
orbital gap: 8.244 eV

Here are the Löwdin charges for atoms 1 to 8, given in e: O 0.07; N -0.28; O 0.01; C -0.13; C 0.01; C -0.05; C -0.08; C -0.07

2.
Below is 8 unconnected molecules or ions with the total composition C60H57Br2N5O15P2 in a non-equilibrium geometry, with properties calculated with the ωB97M-V functional and the def2-TZVPD basis.

Geometry as XYZ:
```
141
Properties=species:S:1:pos:R:3:forces:R:3
C -7.463692 -6.108122 1.244000 0.11 0.05 -0.54
C -6.000941 -6.544326 1.548759 -0.61 0.12 0.59
C -5.088796 -5.354338 2.012267 0.09 -1.51 -1.08
C -4.184513 -4.941635 0.815451 -1.39 0.76 -0.33
C -5.096380 -4.677130 -0.445676 0.97 -0.60 0.13
C -3.391909 -3.663974 1.045724 -0.54 -0.80 0.66
C -4.122070 -2.611292 1.689017 0.24 -0.19 -0.29
C -3.535234 -1.430365 1.989079 -0.90 0.70 -0.39
P -4.456667 -0.132818 2.869114 1.55 0.43 2.14
N -3.749803 0.134201 4.260604 -0.47 -0.12 0.01
C -2.178616 -1.196437 1.659025 -1.71 0.62 0.69
N -1.663371 0.017866 2.008989 0.84 -1.19 -0.78
C -0.394528 0.104962 1.724262 1.11 1.67 0.75
C 0.304271 1.408214 2.129903 -0.09 -0.22 -0.32
N 0.380568 2.261902 0.948455 -0.44 0.35 -0.10
C -0.947347 2.757795 0.516751 0.31 0.13 0.26
C 0.391524 -0.913169 1.093152 -0.03 -2.18 0.49
P 2.238980 -0.693744 0.761482 0.65 1.42 -1.38
N 2.745136 -2.108582 -0.075836 -0.54 -0.24 1.15
O 3.060817 -0.798632 2.206629 -1.18 -0.50 -0.23
N -0.155481 -2.071365 0.713631 -0.13 1.72 1.07
C -1.496569 -2.208653 1.028626 2.07 -0.96 -1.25
C -2.080580 -3.468255 0.687117 -0.86 -0.26 0.17
C -1.189375 -4.485619 -0.005241 0.80 0.36 -0.17
Br -1.975940 -5.374940 -1.573838 0.17 0.10 0.25
C -0.473281 -5.449364 0.960302 -0.54 0.10 0.30
C -1.284192 -6.628147 1.488893 -0.09 0.37 0.61
Br 1.257040 -6.002010 0.195107 -0.45 0.02 -0.10
H -8.198894 -6.648172 1.849278 0.19 0.05 -0.07
H -7.725449 -6.273709 0.189475 0.07 -0.02 0.24
H -7.616672 -5.035437 1.427715 0.05 -0.24 0.05
H -5.557716 -7.073522 0.697336 -0.11 0.17 0.10
H -6.085452 -7.295729 2.345639 0.32 0.24 -0.06
H -5.773271 -4.565600 2.327388 0.45 0.00 0.32
H -4.458462 -5.759113 2.813266 -0.12 0.63 0.16
H -3.590620 -5.818705 0.575160 0.32 0.34 0.09
H -4.541321 -4.051305 -1.151336 -0.35 0.10 0.10
H -5.207552 -5.649316 -0.942769 -0.47 0.31 0.03
H -6.064006 -4.242968 -0.179382 0.18 0.00 -0.11
H -5.168298 -2.728066 1.956468 0.18 -0.25 -0.19
H -5.789459 -0.539871 3.103456 0.02 -0.07 -0.98
H -4.407029 1.061589 2.117589 -0.44 -0.51 -0.59
H -4.381889 -0.005082 5.044242 0.05 -0.01 -0.13
H -0.254693 1.865213 2.965183 0.01 -0.14 -0.24
H 1.315089 1.192760 2.497475 -0.17 0.12 -0.11
H 0.951237 3.078933 1.131551 0.16 -0.29 0.16
H -0.848330 3.828235 0.301925 -0.21 -0.24 -0.07
H -1.679922 2.620736 1.326151 -0.02 0.14 -0.29
H -1.308020 2.256915 -0.391319 0.08 0.00 0.22
H 1.989866 -2.451959 -0.668326 0.16 0.09 -0.13
H 2.952245 -2.863590 0.581823 -0.03 0.00 -0.14
H 2.436322 -0.803916 2.947210 0.32 -0.09 0.20
H -0.383607 -3.904598 -0.458957 -0.31 -0.14 0.03
H -0.196424 -4.837851 1.827652 0.19 -0.08 -0.29
H -0.626769 -7.315086 2.030735 -0.17 -0.05 -0.34
H -1.969002 -6.224129 2.253414 0.10 -0.06 -0.22
H -1.911910 -7.124644 0.745513 0.49 -0.12 -0.08
O 5.657503 0.988775 -2.730159 0.01 0.04 -0.03
C 4.764676 1.807695 -2.678490 -0.07 -0.04 0.05
C 4.799671 3.035319 -3.515864 0.01 0.00 -0.09
C 3.821771 3.934987 -3.458490 0.06 0.00 -0.02
C 2.657053 3.751040 -2.559134 -0.06 -0.02 0.03
O 1.764194 4.575518 -2.510001 0.02 0.02 -0.01
C 2.622396 2.528575 -1.725482 0.02 -0.02 0.04
C 3.598352 1.625958 -1.780405 0.09 0.03 -0.03
H 5.656347 3.153697 -4.166206 0.03 -0.01 0.04
H 3.828278 4.836496 -4.059837 -0.03 0.01 0.01
H 1.764763 2.409241 -1.073481 0.01 -0.08 0.00
H 3.584800 0.726540 -1.177246 -0.01 0.05 -0.05
O 0.736225 0.197293 -2.880025 0.10 0.01 -0.15
C -0.441045 0.002834 -3.091502 0.14 -0.02 0.20
C -1.323354 -0.453867 -1.994918 -0.44 -0.06 -0.04
C -2.616648 -0.690272 -2.204043 0.05 0.00 0.07
C -3.227502 -0.496281 -3.542320 -0.07 -0.01 -0.02
O -4.406300 -0.708326 -3.732343 0.02 -0.01 0.00
C -2.340282 -0.031017 -4.639177 0.09 0.01 0.01
C -1.046362 0.200893 -4.429673 -0.07 0.01 -0.07
H -0.870729 -0.597297 -1.025800 0.11 0.10 -0.09
H -3.279223 -1.030142 -1.415691 -0.03 -0.01 -0.03
H -2.803631 0.104435 -5.608103 -0.04 -0.01 0.02
H -0.381632 0.537116 -5.215264 0.03 0.00 0.03
O 1.672270 0.865915 5.158621 0.06 -0.08 -0.02
C 0.760353 0.984088 5.955607 -0.07 -0.01 0.01
C 1.009227 1.417871 7.353679 0.00 0.03 0.07
C 0.010121 1.543295 8.224720 0.10 0.01 -0.02
C -1.395448 1.255947 7.833153 0.04 0.02 -0.01
O -2.305043 1.371917 8.626632 0.06 0.00 0.00
C -1.636974 0.824089 6.436092 -0.01 0.02 0.19
C -0.637562 0.699746 5.569803 0.03 -0.06 -0.09
H 2.038825 1.622642 7.619146 0.01 -0.01 -0.03
H 0.170520 1.857159 9.248547 -0.03 0.00 0.00
H -2.657093 0.615357 6.156676 0.01 0.03 -0.08
H -0.805398 0.384453 4.546838 -0.12 -0.02 0.06
O -6.560231 -7.686004 -2.284026 0.00 0.02 -0.01
C -6.914162 -7.253210 -3.361666 0.03 -0.02 0.08
C -7.184233 -8.158271 -4.504783 -0.02 -0.03 -0.08
C -7.570072 -7.681342 -5.685409 0.02 -0.07 0.06
C -7.748022 -6.224335 -5.908263 -0.02 0.03 -0.07
O -8.101273 -5.791327 -6.983186 0.00 -0.01 0.02
C -7.477230 -5.319503 -4.763412 0.02 0.01 0.07
C -7.091591 -5.798327 -3.583783 -0.02 0.10 -0.01
H -7.049841 -9.217034 -4.323124 0.01 0.01 0.04
H -7.771470 -8.324978 -6.532197 -0.01 0.04 -0.02
H -7.610893 -4.260381 -4.943718 -0.01 -0.01 -0.04
H -6.889938 -5.155967 -2.735528 0.01 -0.02 0.01
O 7.750967 -5.920967 3.181814 -0.02 -0.01 0.02
C 6.558143 -6.062985 3.340409 0.09 0.02 -0.03
C 5.642335 -6.243377 2.187062 -0.09 -0.01 -0.01
C 4.332373 -6.397605 2.363181 0.07 -0.02 -0.06
C 3.731750 -6.396865 3.719837 -0.07 0.00 -0.02
O 2.537320 -6.538614 3.880677 0.01 0.02 0.01
C 4.647080 -6.216382 4.873287 0.07 0.01 0.04
C 5.956715 -6.062530 4.697446 -0.07 0.00 0.07
H 6.098733 -6.241652 1.205325 0.04 0.01 0.02
H 3.646253 -6.529651 1.536385 0.00 -0.01 0.08
H 4.190548 -6.217795 5.854997 -0.04 -0.01 -0.02
H 6.640804 -5.930307 5.526004 0.04 0.01 -0.03
O 7.008233 5.139428 -4.299408 0.01 0.05 -0.03
C 6.756516 6.315221 -4.145271 0.03 -0.05 0.00
C 7.153055 7.031248 -2.908405 0.01 0.06 0.06
C 6.873818 8.320782 -2.738640 0.03 -0.05 0.04
C 6.156027 9.096563 -3.779004 0.00 0.03 0.02
O 5.903284 10.273066 -3.624798 -0.03 0.03 0.02
C 5.759193 8.380873 -5.016050 -0.02 -0.05 -0.06
C 6.038380 7.091499 -5.185946 -0.04 0.06 -0.03
H 7.676270 6.448161 -2.161284 -0.01 -0.04 -0.03
H 7.153954 8.860982 -1.843150 -0.02 0.03 -0.02
H 5.235675 8.963861 -5.763074 0.00 0.03 0.03
H 5.758086 6.551214 -6.081500 0.02 -0.03 0.01
O 6.062318 13.589855 0.410513 0.00 0.02 -0.01
C 5.753210 14.035942 -0.674199 0.01 -0.05 0.04
C 5.500641 13.143710 -1.831381 -0.02 -0.02 -0.03
C 5.163951 13.634864 -3.021110 0.00 -0.06 0.01
C 5.025110 15.095079 -3.240586 -0.02 -0.01 -0.07
O 4.716365 15.543461 -4.324154 0.01 0.01 0.02
C 5.277760 15.988508 -2.082452 0.02 0.02 0.08
C 5.614472 15.497363 -0.893036 -0.01 0.08 -0.03
H 5.605694 12.081062 -1.655042 0.02 0.00 -0.02
H 4.977225 12.998017 -3.876412 0.02 0.00 0.00
H 5.172348 17.050976 -2.261952 -0.01 -0.01 -0.04
H 5.802192 16.131958 -0.036154 0.01 -0.04 0.02
```
Positions in Å, forces in eV/Å.

Results
E: -259961.5056 eV
LUMO energy: -1.76 eV
SMILES string: CCC[C@@H](C)c1cc([PH2]=N)c2nc(CNC)c(P(N)O)nc2c1[C@H](Br)[C@@H](C)Br.O=C1C=CC(=O)C=C1.O=C1C=CC(=O)C=C1.O=C1C=CC(=O)C=C1.O=C1C=CC(=O)C=C1.O=C1C=CC(=O)C=C1.O=C1C=CC(=O)C=C1.O=C1C=CC(=O)C=C1
orbital gap: 6.546 eV

Here are the Löwdin charges for atoms 1 to 8, given in e: C -0.10; C -0.23; C -0.16; C -0.33; C -0.08; C -0.12; C -0.02; C -0.28